[1]
The following is a DFT calculation (ωB97M-V with the def2-TZVPD basis set) of C29H22AsAuCl2I2N6O as an isolated structure.

Results
HOMO (spin up / spin down)   -13.27 / -13.48 eV
Calculated total energy   -5408.7059 Eh
Net charge   +2
Relative energy (zero: lowest compared OMol25 entry of this formula, charge and spin)   16.4 kJ/mol
Kohn-Sham gap (spin up / spin down)   7.445 / 5.737 eV
Max |F|   0.843 eV Å⁻¹
Multiplicity   3

Each line ends with the Löwdin charge.
Geometry (Å):
Au (-0.441, 1.800, -0.383)  0.681
I (4.000, 3.140, 2.722)  1.048
C (2.044, 2.785, 3.321)  -0.612
C (1.667, 2.880, 4.645)  -0.206
C (0.361, 2.624, 5.031)  -0.615
I (-0.112, 2.811, 7.051)  1.085
C (-0.636, 2.242, 4.071)  -0.184
C (-1.964, 1.925, 4.402)  -0.003
C (-2.853, 1.557, 3.424)  0.006
C (-2.417, 1.517, 2.102)  -0.110
N (-1.172, 1.809, 1.767)  0.024
C (-0.275, 2.160, 2.710)  -0.127
C (1.108, 2.436, 2.280)  -0.423
O (1.443, 2.358, 1.089)  -0.105
H (2.403, 3.153, 5.388)  0.094
H (-2.280, 1.971, 5.436)  0.072
H (-3.875, 1.305, 3.667)  0.129
H (-3.091, 1.245, 1.301)  0.087
Cl (-1.090, 4.460, -0.918)  0.578
C (-2.670, 4.146, -1.688)  -0.906
Cl (-3.173, 2.482, -1.373)  0.549
H (-2.566, 4.280, -2.758)  0.044
H (-3.398, 4.828, -1.267)  0.044
N (3.074, 0.454, -4.114)  0.176
N (2.190, 1.307, -3.556)  -0.249
N (2.140, 2.577, -3.870)  0.168
C (1.210, 3.026, -3.044)  -0.169
N (0.732, 2.037, -2.283)  -0.094
N (1.378, 0.935, -2.617)  0.072
H (3.425, 0.786, -4.998)  0.125
H (2.771, -0.508, -4.072)  0.113
H (0.887, 4.052, -3.007)  0.101
C (-2.696, -2.790, 2.703)  -0.054
C (-1.315, -2.801, 2.834)  -0.055
C (-0.519, -2.161, 1.894)  -0.084
C (-1.115, -1.515, 0.817)  -0.370
C (-2.502, -1.495, 0.689)  -0.134
C (-3.290, -2.136, 1.630)  -0.065
As (-0.063, -0.643, -0.546)  1.323
C (-0.484, -1.605, -2.152)  -0.310
C (-1.641, -1.560, -2.907)  -0.084
C (-1.762, -2.404, -4.004)  -0.055
C (-0.727, -3.268, -4.331)  -0.043
C (0.438, -3.303, -3.575)  -0.005
C (0.575, -2.467, -2.473)  -0.201
C (1.749, -2.398, -1.577)  -0.200
C (2.908, -3.155, -1.692)  -0.004
C (3.943, -2.986, -0.781)  -0.040
C (3.844, -2.059, 0.246)  -0.053
C (2.693, -1.292, 0.378)  -0.085
C (1.657, -1.479, -0.520)  -0.318
H (-3.311, -3.299, 3.432)  0.117
H (-0.850, -3.322, 3.661)  0.116
H (0.560, -2.180, 1.993)  0.099
H (-2.961, -0.997, -0.160)  0.094
H (-4.367, -2.137, 1.520)  0.116
H (-2.440, -0.873, -2.657)  0.098
H (-2.665, -2.387, -4.599)  0.116
H (-0.827, -3.926, -5.184)  0.119
H (1.229, -3.991, -3.843)  0.116
H (3.009, -3.885, -2.485)  0.117
H (4.838, -3.587, -0.876)  0.119
H (4.659, -1.931, 0.945)  0.116
H (2.613, -0.548, 1.162)  0.104



[2]
The following is a DFT calculation (ωB97M-V with the def2-TZVPD basis set) of C29H22BaN10O3S3 as an isolated structure at a distorted geometry.

Results
HOMO   -2.29 eV
Calculated total energy   -3111.7556 Eh
Net charge   -2
Relative energy (zero: lowest compared OMol25 entry of this formula, charge and spin)   180.9 kJ/mol
Kohn-Sham gap   6.392 eV
Max |F|   2.248 eV Å⁻¹
Multiplicity   1

Each line ends with the Löwdin charge.
Geometry (Å):
Ba (0.116, -0.193, -0.625)  1.884
N (5.196, -0.622, 2.712)  -0.004
C (3.818, -0.486, 2.606)  -0.927
S (3.073, -1.445, 1.415)  0.536
N (3.376, 0.377, 3.529)  -0.073
N (2.098, 0.794, 3.622)  -0.017
C (1.203, 0.653, 2.712)  -0.204
C (-0.124, 1.240, 2.935)  -0.266
C (-0.416, 2.004, 4.074)  -0.029
C (-1.658, 2.588, 4.187)  -0.092
C (-2.590, 2.412, 3.167)  -0.087
C (-2.224, 1.634, 2.084)  -0.161
N (-1.033, 1.049, 1.967)  0.049
H (5.566, -1.457, 2.293)  0.041
H (5.560, -0.347, 3.611)  0.059
H (1.379, 0.126, 1.783)  -0.054
H (0.356, 2.116, 4.821)  0.098
H (-1.901, 3.189, 5.056)  0.094
H (-3.570, 2.869, 3.202)  0.089
H (-2.904, 1.485, 1.251)  0.095
O (-2.102, -0.120, -3.472)  -0.339
S (-2.726, 0.134, -2.182)  0.532
O (-4.135, 0.479, -2.213)  -0.326
N (-1.840, 1.133, -1.312)  -0.393
C (-1.709, 2.465, -1.697)  -0.270
C (-2.518, 3.093, -2.624)  -0.036
C (-2.407, 4.470, -2.897)  -0.094
C (-1.501, 5.254, -2.250)  -0.076
C (-0.620, 4.654, -1.316)  -0.166
C (0.358, 5.412, -0.629)  -0.031
C (1.225, 4.800, 0.222)  -0.051
C (1.133, 3.399, 0.371)  -0.127
N (0.234, 2.673, -0.234)  0.033
C (-0.677, 3.267, -1.057)  -0.156
C (-2.632, -1.447, -1.299)  -0.356
C (-2.857, -1.569, 0.068)  -0.100
C (-2.998, -2.831, 0.616)  -0.152
C (-2.913, -3.956, -0.194)  -0.118
C (-2.680, -3.823, -1.551)  -0.075
C (-2.540, -2.562, -2.116)  -0.077
H (-3.282, 2.524, -3.132)  0.091
H (-3.077, 4.904, -3.630)  0.096
H (-1.425, 6.318, -2.441)  0.096
H (0.403, 6.482, -0.804)  0.107
H (1.986, 5.348, 0.760)  0.099
H (1.840, 2.870, 1.003)  0.113
H (-2.895, -0.691, 0.700)  0.089
H (-3.124, -2.940, 1.683)  0.084
H (-2.987, -4.939, 0.253)  0.099
H (-2.586, -4.703, -2.177)  0.102
H (-2.348, -2.430, -3.171)  0.109
O (0.332, -2.487, -0.659)  -0.568
N (0.792, -3.718, -0.499)  -0.205
C (1.556, -4.206, -1.507)  -0.037
C (2.093, -5.458, -1.473)  -0.090
C (1.835, -6.243, -0.335)  -0.110
C (1.072, -5.737, 0.673)  -0.118
C (0.501, -4.429, 0.643)  -0.725
S (-0.445, -3.810, 1.884)  0.617
H (1.699, -3.496, -2.307)  0.134
H (2.705, -5.800, -2.294)  0.091
H (2.248, -7.242, -0.251)  0.092
H (0.867, -6.310, 1.566)  0.084
N (5.715, 0.006, -4.486)  0.033
C (5.042, 0.584, -3.735)  -0.466
N (4.350, 1.349, -2.912)  0.027
C (3.337, 0.841, -2.277)  -0.407
N (2.377, 0.500, -1.708)  -0.089



[3]
The following is a DFT calculation (ωB97M-V with the def2-TZVPD basis set) of C29H22CdIN8O3S2 as an isolated structure at a distorted geometry.

Results
HOMO   -5.21 eV
Calculated total energy   -3043.9245 Eh
Net charge   -1
Relative energy (zero: lowest compared OMol25 entry of this formula, charge and spin)   115.3 kJ/mol
Kohn-Sham gap   7.066 eV
Max |F|   3.592 eV Å⁻¹
Multiplicity   1

Each line ends with the Löwdin charge.
Geometry (Å):
Cd (-2.049, -0.201, 1.455)  1.144
O (-4.896, -2.518, -0.627)  0.011
C (-3.860, -2.083, -0.143)  -0.721
O (-3.554, -1.963, 1.054)  -0.125
C (-2.958, -1.569, -1.237)  -0.158
C (-3.161, -1.990, -2.612)  0.007
C (-2.374, -1.489, -3.585)  -0.007
C (-1.307, -0.587, -3.276)  -0.131
C (-0.474, 0.098, -4.210)  -0.030
C (0.509, 0.925, -3.723)  -0.080
C (0.535, 1.356, -2.387)  -0.077
C (-0.348, 0.857, -1.505)  -0.055
C (-1.271, -0.123, -1.911)  -0.237
N (-2.094, -0.589, -0.949)  0.086
H (-4.024, -2.559, -2.873)  0.106
H (-2.450, -1.813, -4.611)  0.114
H (-0.613, -0.166, -5.258)  0.115
H (1.205, 1.351, -4.436)  0.108
H (1.356, 2.044, -2.086)  0.125
H (-0.249, 1.105, -0.473)  0.086
C (7.895, -0.653, 6.271)  -0.055
C (6.539, -0.281, 5.692)  -0.745
O (5.532, -0.365, 6.335)  0.016
S (6.590, 0.608, 4.138)  1.014
C (4.850, 0.406, 3.737)  -0.518
C (3.797, 0.708, 4.563)  -0.085
C (2.492, 0.307, 4.254)  0.009
C (2.275, -0.116, 2.919)  -0.262
C (3.368, -0.265, 2.019)  -0.024
C (4.649, -0.107, 2.470)  -0.130
C (0.999, -0.509, 2.522)  -0.206
C (-0.088, -0.709, 1.975)  -0.190
H (7.851, -0.341, 7.244)  0.046
H (8.698, -0.214, 5.686)  0.068
H (7.799, -1.767, 6.239)  0.110
H (4.033, 1.063, 5.530)  0.091
H (1.612, 0.389, 4.910)  0.126
H (3.232, -0.554, 0.986)  0.108
H (5.432, -0.312, 1.718)  0.115
I (2.485, -2.870, -3.626)  0.865
C (1.388, -3.187, -1.955)  -0.818
C (1.095, -2.404, -0.870)  -0.168
N (0.317, -3.135, -0.023)  -0.002
N (0.083, -4.371, -0.506)  0.037
C (0.699, -4.397, -1.671)  -0.244
H (1.285, -1.351, -0.730)  0.097
H (-0.110, -2.826, 0.815)  0.078
H (0.786, -5.328, -2.168)  0.081
C (-5.602, 1.221, -1.660)  -0.056
N (-4.666, 1.513, -0.619)  -0.046
C (-4.699, 1.055, 0.559)  -0.907
N (-5.517, 0.048, 0.918)  0.128
S (-3.601, 1.736, 1.739)  0.486
H (-6.700, 1.307, -1.518)  0.107
H (-5.502, 0.211, -1.982)  0.064
H (-5.160, 1.810, -2.476)  0.081
H (-3.927, 2.180, -0.885)  0.044
H (-5.851, -0.616, 0.215)  0.095
H (-5.184, -0.492, 1.673)  0.058
N (0.763, 5.114, -1.318)  0.096
C (-0.053, 4.982, -2.135)  -0.298
C (-1.136, 4.758, -3.025)  -0.297
C (-2.296, 4.042, -2.544)  -0.185
N (-3.094, 3.293, -2.144)  0.133
C (-0.833, 5.036, -4.409)  -0.278
N (-0.447, 5.295, -5.468)  0.085



[4]
The following is a DFT calculation (ωB97M-V with the def2-TZVPD basis set) of C29H22F11N4OOsSSi as an isolated structure.

Results
HOMO (spin up / spin down)   -11.34 / -11.34 eV
Calculated total energy   -3289.3072 Eh
Net charge   +1
Relative energy (zero: lowest compared OMol25 entry of this formula, charge and spin)   92.6 kJ/mol
Kohn-Sham gap (spin up / spin down)   6.975 / 6.974 eV
Max |F|   0.929 eV Å⁻¹
Multiplicity   1

Each line ends with the Löwdin charge.
Geometry (Å):
Os (0.220, 0.076, -0.081)  1.434
F (4.630, -1.393, 2.773)  0.106
C (3.550, -0.615, 2.673)  -0.244
C (2.722, -0.757, 1.576)  -0.039
C (1.606, 0.051, 1.463)  -0.217
C (1.303, 0.984, 2.479)  -0.107
C (2.201, 1.105, 3.539)  -0.198
F (1.986, 2.006, 4.511)  0.085
C (3.325, 0.321, 3.662)  0.098
C (0.047, 1.738, 2.359)  -0.170
C (-0.445, 2.667, 3.275)  0.032
C (-1.660, 3.284, 3.048)  -0.014
C (-2.384, 2.976, 1.905)  -0.023
C (-1.855, 2.054, 1.035)  -0.127
N (-0.676, 1.446, 1.250)  -0.066
H (2.970, -1.479, 0.820)  0.099
H (3.997, 0.437, 4.501)  0.146
H (0.127, 2.901, 4.155)  0.116
H (-2.040, 4.001, 3.763)  0.125
H (-3.338, 3.434, 1.689)  0.121
H (-2.372, 1.773, 0.128)  0.116
C (-4.776, -0.057, -4.810)  -0.167
Si (-2.992, -0.584, -4.721)  0.512
C (-2.137, -0.364, -6.360)  -0.160
C (-2.835, -2.338, -4.126)  -0.195
C (-2.124, 0.613, -3.520)  -0.205
C (-2.052, 1.963, -3.841)  -0.041
C (-1.377, 2.896, -3.046)  -0.029
C (-0.738, 2.461, -1.915)  -0.122
N (-0.796, 1.159, -1.579)  -0.188
C (-1.472, 0.276, -2.334)  -0.659
S (-1.275, -1.219, -1.468)  0.830
H (-5.325, -0.672, -5.527)  0.042
H (-4.871, 0.983, -5.132)  0.034
H (-5.271, -0.154, -3.841)  0.038
H (-2.583, -1.018, -7.112)  0.043
H (-1.075, -0.610, -6.291)  0.038
H (-2.221, 0.661, -6.728)  0.035
H (-3.304, -2.986, -4.871)  0.045
H (-3.346, -2.508, -3.176)  0.024
H (-1.794, -2.651, -4.022)  0.025
H (-2.527, 2.318, -4.749)  0.116
H (-1.340, 3.941, -3.318)  0.118
H (-0.175, 3.114, -1.262)  0.127
F (1.271, 1.017, -3.516)  0.156
C (1.943, -0.148, -3.529)  -0.550
F (1.089, -1.099, -3.892)  0.172
F (2.884, -0.045, -4.467)  0.189
C (2.531, -0.448, -2.103)  -0.280
O (1.557, -0.966, -1.298)  -0.300
C (3.686, -1.479, -2.317)  -0.558
F (3.276, -2.470, -3.103)  0.195
F (4.104, -2.023, -1.174)  0.173
F (4.744, -0.892, -2.886)  0.182
C (3.114, 0.870, -1.507)  -0.509
F (3.557, 1.741, -2.393)  0.212
F (4.066, 0.656, -0.614)  0.202
F (2.089, 1.505, -0.810)  0.056
N (-4.598, -1.810, 3.717)  0.195
C (-3.572, -1.990, 3.234)  -0.157
C (-2.287, -2.214, 2.630)  -0.171
C (-1.563, -3.381, 2.848)  0.036
C (-0.353, -3.525, 2.195)  0.010
C (0.107, -2.504, 1.388)  -0.079
N (-0.578, -1.360, 1.214)  -0.154
C (-1.775, -1.237, 1.792)  -0.062
H (-1.954, -4.156, 3.492)  0.139
H (0.239, -4.422, 2.298)  0.129
H (1.035, -2.594, 0.839)  0.118
H (-2.356, -0.358, 1.564)  0.118